No. 1
Molecular formula: C24H64O24S8
Method: DFT, ωB97M-V/def2-TZVPD

Positions of all 120 atoms, in Å:
1 S 14.061 4.794 1.611
2 S -7.823 -1.543 7.253
3 S -1.329 4.267 4.901
4 S 2.471 -4.011 -10.433
5 S 0.458 -2.421 2.135
6 S -6.982 -7.524 4.599
7 S -4.530 0.692 -2.114
8 S 7.210 2.938 -7.315
9 O -0.320 -3.413 1.363
10 O -4.400 -0.722 -2.364
11 O 8.663 3.025 -7.247
12 O 6.540 4.419 -6.972
13 O 14.166 4.665 3.020
14 O 3.413 -4.886 -9.720
15 O -0.557 5.680 4.479
16 O 6.590 2.347 -8.464
17 O 1.398 -4.536 -11.306
18 O 12.642 4.054 1.122
19 O 14.147 6.112 0.959
20 O 1.209 -1.411 1.075
21 O -8.262 -6.785 4.925
22 O -7.075 -2.102 6.178
23 O -0.571 3.402 5.799
24 O -1.945 3.629 3.715
25 O -9.275 -0.925 6.597
26 O 1.720 -3.003 -9.226
27 O -7.428 -8.983 3.979
28 O -5.817 0.835 -1.085
29 O -4.750 1.594 -3.264
30 O -7.237 -0.489 8.049
31 O 1.433 -2.793 3.198
32 O -5.919 -7.773 5.518
33 C 1.279 6.873 3.612
34 C -8.646 -9.321 3.383
35 C -6.956 -1.263 -0.260
36 C -5.988 -0.018 -0.011
37 C -2.811 4.972 5.841
38 C -0.607 -1.306 3.087
39 C -11.190 -0.991 5.020
40 C -10.024 -1.796 5.728
41 C 0.808 5.577 4.224
42 C 10.855 3.762 -0.447
43 C 15.387 3.758 0.823
44 C 2.622 0.362 0.218
45 C 11.896 4.751 0.181
46 C -8.248 -2.931 8.449
47 C 4.550 5.755 -6.400
48 C 1.992 -2.309 -6.938
49 C 6.671 2.172 -5.685
50 C 5.098 4.579 -7.235
51 C 2.148 -0.372 1.452
52 C -8.554 -9.136 1.880
53 C -6.174 -6.741 3.082
54 C -3.130 1.166 -1.045
55 C 2.508 -2.154 -8.355
56 C 3.405 -2.674 -11.353
57 H 10.159 3.558 0.367
58 H 11.407 2.901 -0.822
59 H 1.813 1.083 0.102
60 H -2.391 5.485 6.706
61 H 15.101 2.707 0.864
62 H 11.309 5.596 0.540
63 H -3.569 1.967 -0.450
64 H -8.795 -8.170 1.435
65 H -7.009 -1.912 0.614
66 H -9.430 -9.605 1.431
67 H -5.322 -7.415 2.995
68 H 1.668 0.247 2.210
69 H -9.141 -3.490 8.169
70 H -5.881 -5.704 3.246
71 H 16.308 3.903 1.387
72 H 7.357 2.116 -4.840
73 H 2.770 -0.098 -0.759
74 H -11.805 -1.696 4.461
75 H 1.358 5.432 5.153
76 H 3.015 -0.910 1.836
77 H -7.723 -9.584 1.336
78 H -11.714 -0.296 5.676
79 H 0.598 7.011 2.773
80 H -10.572 -2.590 6.236
81 H 5.744 2.675 -5.412
82 H 10.187 4.246 -1.160
83 H -2.913 0.328 -0.382
84 H 0.981 -1.900 -6.930
85 H 4.261 -2.188 -10.886
86 H -3.350 4.084 6.172
87 H 4.573 3.659 -6.978
88 H 15.427 4.036 -0.230
89 H -3.387 5.664 5.227
90 H 3.489 -3.070 -12.366
91 H 0.970 7.543 4.415
92 H 5.086 4.600 -8.325
93 H -6.946 -6.781 2.313
94 H -5.064 -0.318 0.483
95 H -6.597 0.472 0.749
96 H -7.919 -0.779 -0.428
97 H -1.173 -0.723 2.361
98 H 2.347 6.717 3.455
99 H -9.305 -2.219 5.027
100 H -10.607 -0.347 4.362
101 H 5.335 6.478 -6.624
102 H -2.253 1.416 -1.642
103 H 6.296 1.163 -5.855
104 H -9.343 -8.539 3.685
105 H 3.597 6.162 -6.737
106 H -9.079 -10.210 3.841
107 H 2.564 -1.697 -6.240
108 H -1.333 -1.916 3.623
109 H -8.384 -2.396 9.388
110 H 2.724 -1.830 -11.242
111 H 3.520 -2.558 -8.403
112 H 3.547 0.938 0.262
113 H -6.607 -1.888 -1.082
114 H 1.100 4.753 3.573
115 H 2.035 -3.350 -6.617
116 H 0.005 -0.766 3.809
117 H 2.504 -1.096 -8.619
118 H 12.431 5.194 -0.659
119 H -7.358 -3.558 8.511
120 H 4.593 5.619 -5.320

Cartesian forces (eV/Å) of the 3 atoms listed first:
0.700 1.143 -2.512
-1.055 0.281 0.739
-2.988 -0.911 -0.463

Atom charges from the Löwdin analysis, given in e for atoms 1 to 5:
1. S 0.6716
2. S 0.6603
3. S 0.6934
4. S 0.7410
5. S 0.6923

No. 2
Molecular formula: C24H66BF4O26P6
Method: DFT, ωB97M-V/def2-TZVPD

Positions of all 127 atoms, in Å:
1 P 3.867 3.143 2.307
2 P 1.052 5.106 -0.548
3 P -4.147 1.279 -4.433
4 P -5.119 -3.172 1.279
5 P 2.861 -4.406 -2.161
6 P 2.365 -2.870 4.480
7 F -1.428 0.750 -0.744
8 F -0.019 -0.217 0.825
9 F -0.837 -1.435 -0.886
10 F 0.680 0.171 -1.236
11 O 3.435 -5.868 -1.921
12 O 3.533 -3.628 -1.057
13 O 0.356 4.798 0.881
14 O -6.650 -3.495 1.432
15 O 5.384 3.628 2.559
16 O 1.471 -3.796 3.753
17 O -4.668 1.952 -5.708
18 O 2.884 -3.600 5.816
19 O -0.060 5.498 -1.493
20 O 1.992 6.453 -0.228
21 O -2.719 0.680 -4.830
22 O 3.398 -3.881 -3.467
23 O -4.996 0.212 -3.890
24 O 3.726 1.568 2.047
25 O 1.270 -4.510 -2.055
26 O -3.576 1.526 5.049
27 O 3.733 -2.776 3.621
28 O 1.811 3.841 -1.198
29 O 1.800 1.809 -5.082
30 O -4.069 2.434 -3.292
31 O -5.024 -1.623 0.710
32 O 3.319 4.015 1.199
33 O -4.194 -4.209 0.381
34 O -4.548 -3.186 2.632
35 O 3.132 3.398 3.656
36 O 1.683 -1.508 4.770
37 C -5.255 3.023 -2.961
38 C -0.777 3.863 0.906
39 C 2.823 1.032 -5.222
40 C -3.734 -1.118 0.036
41 C -1.703 0.459 -3.817
42 C -7.493 -2.638 2.095
43 C 1.300 3.092 -2.253
44 C 2.932 -2.519 -0.470
45 C 2.896 0.967 0.971
46 C 3.712 1.002 -6.569
47 C -2.353 -0.214 3.880
48 C 1.618 7.467 0.649
49 C -4.586 0.725 3.046
50 C 1.595 -0.443 3.788
51 C -4.317 1.610 -7.160
52 C 1.667 3.626 3.751
53 C -4.070 -5.507 0.749
54 C 0.420 -3.830 -2.846
55 C 3.039 0.034 -4.100
56 C -3.507 0.736 4.135
57 C 3.329 -6.749 -2.987
58 C 2.136 -3.556 7.092
59 C 4.520 -3.772 3.279
60 C 5.679 4.812 3.165
61 B -0.416 -0.231 -0.465
62 H 1.133 2.979 3.099
63 H 0.973 3.498 4.737
64 H -5.424 1.168 3.312
65 H -5.792 3.336 -3.941
66 H 2.100 1.519 0.853
67 H -1.491 4.151 0.110
68 H -7.385 -2.602 3.071
69 H 3.932 -4.499 2.551
70 H -3.350 1.890 -7.360
71 H 1.524 7.306 1.646
72 H -7.130 -1.724 1.914
73 H -2.903 -1.061 0.885
74 H -1.713 -0.382 4.714
75 H 6.824 4.805 2.958
76 H 3.407 1.264 0.118
77 H 5.613 -3.473 2.701
78 H 0.796 3.714 -3.105
79 H -5.903 2.261 -2.589
80 H 0.655 7.793 0.468
81 H -5.287 3.649 -2.186
82 H 2.926 -0.106 1.097
83 H -0.273 2.964 0.573
84 H 0.547 0.012 4.071
85 H 4.756 0.868 -6.244
86 H -2.126 -0.114 -3.262
87 H 4.150 0.017 -3.912
88 H 1.509 -0.932 2.916
89 H 0.708 -2.519 -2.826
90 H 2.509 0.106 4.215
91 H 1.457 4.471 3.184
92 H -3.605 -5.364 1.628
93 H 2.110 -2.859 0.252
94 H 1.942 -2.625 7.522
95 H 3.750 0.088 -7.171
96 H 2.464 -1.831 -1.093
97 H 4.929 -4.496 4.093
98 H -0.732 0.042 -4.012
99 H -4.154 1.444 2.359
100 H -8.673 -2.850 2.003
101 H -0.568 -4.122 -2.684
102 H 1.875 2.381 -2.693
103 H -1.383 0.215 3.296
104 H -4.842 -0.373 2.745
105 H -5.173 1.799 -7.830
106 H 3.749 -1.870 0.059
107 H 2.625 -4.292 7.639
108 H -4.361 0.555 -7.163
109 H 0.602 -4.264 -3.788
110 H -1.482 1.402 -3.466
111 H 3.490 -6.321 -4.009
112 H 1.299 -4.106 6.783
113 H 5.488 5.036 4.285
114 H 2.667 -1.044 -4.438
115 H 2.310 0.194 -3.289
116 H 5.182 5.644 2.614
117 H 2.149 8.309 0.494
118 H -3.281 -1.748 -0.757
119 H 3.732 -7.605 -2.752
120 H 2.430 -7.021 -3.235
121 H 3.477 1.942 -7.150
122 H 0.363 2.557 -1.806
123 H -3.933 -0.144 -0.431
124 H -4.988 -5.862 0.772
125 H -1.288 4.051 1.906
126 H -2.575 -1.108 3.512
127 H -3.492 -6.066 0.170

Cartesian forces (eV/Å) of the 3 atoms listed first:
-1.782 1.866 -3.732
-3.080 2.034 -1.697
0.427 -2.340 2.439

Results
Charge = -1

Atom charges from the Löwdin analysis, given in e for atoms 1 to 5:
1. P 0.4300
2. P 0.5310
3. P 0.3471
4. P 0.4777
5. P 0.3656

So what do the calculations give for relative energy (zero: lowest compared OMol25 entry of this formula, charge and spin)? Going down the list: 7.643, 4.587 eV.
So what do the calculations give for HOMO energy? Going down the list: -10.970, -7.385 eV.
So what do the calculations give for LUMO level? Going down the list: -0.13, 2.27 eV.